Record 1
Here is a structure of composition C11H20CaN2OP at a distorted geometry from the OMol25 dataset. Energies are from ωB97M-V/def2-TZVPD.

Atoms and positions in Å:
C 0.0094 -0.2126 -4.5975
C -1.1355 -1.0407 -4.8737
C -0.8742 -2.3529 -4.3417
C 0.4788 -2.3383 -3.8259
C 1.0023 -0.9919 -3.9130
Ca -0.3845 1.0318 -0.7383
P -1.0322 3.6321 -1.5676
H 0.0993 0.8692 -4.7529
H -2.0611 -0.7292 -5.3609
H -1.5740 -3.1901 -4.3119
H 1.9489 -0.6071 -3.5008
H 0.9718 -3.1854 -3.3684
H -2.1160 4.1111 -0.6430
H -1.4246 4.0611 -2.9035
H 0.1670 4.3870 -1.2093
C -1.9286 0.2816 0.9878
N -0.8016 0.0660 1.9335
C -0.8150 0.7959 3.1847
C 0.0301 -0.0076 4.1365
C 1.4257 -0.3163 3.6492
N 1.4379 -0.6113 2.2220
C 2.6284 -1.1536 1.6048
C 0.3399 -0.5658 1.4726
O 0.3420 -0.8565 0.2043
H -2.0296 -0.5353 0.2643
H -1.8194 1.3302 0.4973
H -2.9017 0.4154 1.4792
H -0.4378 1.8087 3.0092
H -1.8504 0.8759 3.5374
H -0.4828 -0.9567 4.3252
H 0.0958 0.5159 5.1009
H 1.8279 -1.1704 4.1918
H 2.1046 0.5098 3.8523
H 3.4688 -0.4777 1.7385
H 2.8815 -2.1468 1.9885
H 2.4090 -1.2453 0.5283

HOMO level (alpha / beta): -0.79 / -0.79 eV
charge: -1
molar mass: 267.35 g mol⁻¹

***

Record 2
Here is a structure of composition C28H53F5NO28P3 at a distorted geometry from the OMol25 dataset. Energies are from ωB97M-V/def2-TZVPD.

Atoms and positions in Å:
C -4.8087 -4.4191 0.6972
C -5.0445 -4.2650 -0.7882
C -4.8354 -2.9039 -1.4700
O -5.3748 -2.7454 -2.7556
C -6.7481 -2.8504 -2.8652
N -4.3225 -5.3064 -1.5282
H -3.7402 -4.2412 0.8186
H -4.9890 -5.4462 1.0144
H -5.3926 -3.6883 1.2568
H -6.1309 -4.3363 -0.7348
H -3.7651 -2.6976 -1.4708
H -5.2133 -2.1672 -0.7611
H -7.0442 -2.3349 -3.7788
H -7.3326 -2.4429 -2.0403
H -6.8542 -3.9350 -2.8871
H -3.3856 -5.4969 -1.2026
H -4.2964 -5.0578 -2.5068
C 4.4531 1.3268 0.8338
O 3.8735 2.2584 1.7064
P 3.5082 3.7321 1.1111
O 3.0178 4.7064 2.1441
O 2.5368 3.3812 -0.2093
C 1.3948 2.5894 -0.2412
O 4.8665 4.2861 0.3304
C 4.8894 5.6473 0.1334
H 3.7233 0.5631 0.5649
H 5.2559 0.7611 1.3066
H 4.9086 1.8571 -0.0026
H 0.4647 3.1516 -0.1577
H 1.3156 1.8691 0.5731
H 1.3309 2.0170 -1.1666
H 3.9462 6.1714 0.2876
H 5.0718 5.5947 -0.9399
H 5.7297 6.1142 0.6472
C 1.8399 4.6936 5.6177
O 1.0279 3.4529 5.4637
P 1.4191 2.1590 6.3660
O 2.6954 2.3571 7.1566
O 1.2597 0.8498 5.3651
C 2.1408 0.7622 4.2546
O 0.0430 1.9716 7.2183
C -0.3917 2.9911 8.0235
H 2.7558 4.5933 6.2002
H 1.2660 5.4340 6.1749
H 2.1110 4.9060 4.5836
H 2.8039 1.6251 4.1930
H 1.6206 0.6046 3.3098
H 2.8751 -0.0173 4.4577
H -1.4660 3.1012 7.8750
H -0.0034 3.9634 7.7202
H -0.2655 2.8686 9.0992
C -1.0762 -1.2778 1.8389
O -1.0279 -0.3965 0.7481
P -0.7716 -0.9483 -0.8627
O 0.4407 -0.3901 -1.4692
O -0.8001 -2.5462 -0.6814
C -0.0920 -3.2722 -1.6758
O -2.1393 -0.6023 -1.5978
C -2.4826 0.7453 -1.3234
H -0.3814 -2.1175 1.8491
H -2.0773 -1.5196 2.1960
H -0.6616 -0.6243 2.6065
H 0.6544 -2.6074 -2.1106
H -0.6675 -3.6905 -2.5016
H 0.3609 -4.2008 -1.3284
H -2.5681 0.9688 -0.2600
H -3.3272 1.0813 -1.9250
H -1.6488 1.4088 -1.5528
C -1.6829 4.6025 3.5932
C -2.0833 3.3974 4.4414
O -2.5369 2.4368 3.4950
C -2.7482 3.1242 2.3698
O -3.3589 2.7370 1.4477
O -2.4129 4.3825 2.4495
F -3.0784 3.7848 5.2221
H -0.6281 4.7178 3.3439
H -1.8065 5.5992 4.0168
H -1.3120 2.9322 5.0552
C 3.3244 -5.1836 2.0573
C 2.8033 -4.5876 0.7327
O 4.0503 -4.1566 0.2808
C 4.9909 -4.8980 0.6201
O 6.1289 -4.8018 0.1262
O 4.5074 -5.6373 1.6118
F 2.1354 -3.5248 1.2128
H 2.5656 -5.8426 2.4792
H 3.4973 -4.5051 2.8926
H 2.2620 -5.1334 -0.0400
C -1.7854 5.0376 -3.8932
C -1.1094 5.1838 -2.5079
O 0.3608 5.1575 -2.6637
C 0.6414 4.9503 -4.0766
O 1.7209 5.0702 -4.6419
O -0.6020 4.9239 -4.7172
F -1.5092 4.1750 -1.7326
H -2.3028 5.9104 -4.2916
H -2.3590 4.1383 -4.1178
H -1.4551 6.1432 -2.1232
C -2.4338 -1.1522 -4.4691
C -2.8367 -1.0548 -5.8679
O -1.9560 -1.9520 -6.4859
C -0.9472 -2.2259 -5.7697
O 0.0923 -2.8734 -6.0939
O -1.1475 -1.7076 -4.6167
F -2.5539 0.1895 -6.2517
H -3.1650 -1.7643 -3.9411
H -2.4600 -0.1843 -3.9686
H -3.9147 -1.1579 -5.9920
C 3.1974 -4.1818 -3.6605
C 3.8822 -4.5989 -4.9607
O 5.0976 -5.1464 -4.5013
C 5.3333 -4.6102 -3.2488
O 6.4175 -4.5600 -2.6718
O 4.2000 -4.0637 -2.7516
F 3.9837 -3.5499 -5.7903
H 2.4839 -4.8703 -3.2078
H 2.6766 -3.2575 -3.9107
H 3.3576 -5.4312 -5.4298

HOMO level (alpha / beta): 0.23 / -6.90 eV
charge: -1
2S+1: 2
molar mass: 1039.62 g mol⁻¹

***

Record 3
Here is an isolated molecule of C4H5NO at a distorted geometry from the OMol25 dataset. Energies are from ωB97M-V/def2-TZVPD.

Atoms and positions in Å:
C -1.8004 -0.0171 0.0646
C -0.3546 -0.4278 0.1873
N 0.0959 -1.4958 0.6384
O 2.4286 -1.1382 -0.0576
C 2.0455 0.0040 -0.2857
C 0.7475 0.5095 -0.0245
H -2.4654 -0.8137 0.4019
H -1.9767 0.8829 0.6610
H -2.0009 0.2174 -0.9846
H 2.7061 0.7213 -0.8126
H 0.5743 1.5575 0.2119

HOMO level (alpha / beta): -9.01 / -9.32 eV
charge: 0
relative energy (zero: lowest compared OMol25 entry of this formula, charge and spin): 3.859 eV
molar mass: 83.09 g mol⁻¹

***

Record 4
Here is a structure of composition C12H24MgN5O8P from the OMol25 dataset. Energies are from ωB97M-V/def2-TZVPD.

Atoms and positions in Å:
Mg -0.0785 0.4075 0.7379
N 0.8869 0.1243 2.5943
C 0.9224 -1.3058 3.0581
C -0.4643 -1.9475 3.0632
C -1.0542 -2.2867 1.6951
N -1.5430 -1.0633 0.9718
H 1.8293 0.5017 2.6539
H 0.3488 0.6684 3.2655
H 1.3503 -1.3629 4.0559
H 1.5812 -1.8558 2.3871
H -1.1637 -1.3162 3.6262
H -0.3890 -2.8779 3.6242
H -1.8637 -3.0035 1.8121
H -0.2917 -2.7515 1.0719
H -2.3287 -0.6779 1.4901
H -1.9374 -1.3418 0.0769
O -0.4886 1.1723 -1.0846
O 0.9178 1.4396 -0.9741
N -1.3589 3.5288 -1.7053
C -1.2971 4.0357 -0.3001
P -2.0628 2.7868 0.8085
O -3.1288 2.0869 0.0063
O -1.0087 2.0121 1.5595
C -3.0785 3.7194 2.0497
N -4.5206 3.4864 1.6689
H -2.3139 3.5167 -2.0592
H -1.0091 2.5025 -1.6561
H -0.7784 4.0784 -2.3347
H -1.8144 4.9896 -0.2231
H -0.2507 4.1830 -0.0397
H -2.8728 4.7866 2.1081
H -2.9017 3.2806 3.0287
H -5.0884 3.1705 2.4536
H -4.4815 2.7603 0.9278
H -4.9651 4.3175 1.2834
O 1.6000 0.5309 -1.8684
C 1.6405 -0.7077 -1.3151
O 1.2257 -0.9324 -0.1881
C 2.2485 -1.6895 -2.2202
C 1.9143 -1.7057 -3.5736
C 2.4727 -2.6691 -4.3961
C 3.3730 -3.5905 -3.8770
C 3.6865 -3.5337 -2.5342
C 3.1412 -2.6048 -1.6823
N 4.6473 -4.5172 -1.9672
O 4.9711 -4.3613 -0.8079
O 5.0968 -5.3483 -2.7208
H 1.2223 -0.9759 -3.9755
H 2.2124 -2.7030 -5.4449
H 3.8316 -4.3484 -4.4956
H 3.4135 -2.6079 -0.6346

HOMO level: -14.82 eV
charge: +2
relative energy (zero: lowest compared OMol25 entry of this formula, charge and spin): 0.140 eV
molar mass: 421.63 g mol⁻¹

***

Record 5
Here is a cluster of 22 separate species, C88H154N22 in total at a distorted geometry from the OMol25 dataset. Energies are from ωB97M-V/def2-TZVPD.

Atoms and positions in Å:
C 21.3760 26.9406 19.0481
C 21.0334 25.5631 19.6124
C 20.3179 24.6485 18.5614
C 18.9845 25.2091 18.3339
N 17.9245 25.6143 18.2499
H 21.8997 26.7607 18.1191
H 22.0361 27.4877 19.7147
H 20.4237 27.5825 18.8494
H 20.3260 25.6866 20.4487
H 22.0048 25.0984 19.8429
H 20.1809 23.6383 18.9433
H 20.9017 24.5978 17.6345
C 17.7681 19.8878 26.0638
C 17.5010 20.8725 27.1332
C 16.3540 21.9090 26.9297
C 16.5593 22.8615 25.9024
N 16.8041 23.6024 25.0662
H 16.9551 19.2901 25.7157
H 18.5626 19.2624 26.3962
H 18.0469 20.4270 25.1491
H 18.4575 21.3860 27.3293
H 17.2204 20.3294 27.9877
H 16.3223 22.4235 27.9333
H 15.3912 21.3388 26.7738
C 22.9788 15.0426 15.7478
C 22.1335 16.1962 16.0528
C 20.6236 15.8684 16.2792
C 20.1227 14.8734 15.3123
N 19.9563 14.0283 14.5360
H 24.0452 15.3859 15.7035
H 22.7937 14.5861 14.7656
H 22.7813 14.1815 16.3762
H 22.2199 16.9662 15.2673
H 22.3972 16.7028 16.9971
H 20.0308 16.7750 16.4404
H 20.6554 15.3401 17.2551
C 14.4251 14.3060 18.3625
C 13.5057 15.3487 18.8934
C 14.1322 16.1076 20.0338
C 13.8828 15.4058 21.2852
N 13.6750 14.8465 22.2482
H 14.5521 13.4014 19.0181
H 15.4484 14.6135 18.0301
H 14.0030 13.7965 17.4735
H 12.5882 14.9416 19.2116
H 13.2710 16.0088 18.0652
H 13.7413 17.1851 20.1313
H 15.1902 16.1969 19.9236
C 20.3974 12.2140 20.7438
C 21.0076 13.4215 21.4692
C 21.3458 14.4927 20.4505
C 22.1159 13.8910 19.3790
N 22.7511 13.3840 18.5604
H 19.8925 11.5600 21.4600
H 21.1061 11.6403 20.1567
H 19.6640 12.4796 20.0101
H 21.9336 13.1389 21.9487
H 20.3257 13.9043 22.1984
H 21.8809 15.3106 20.9085
H 20.4449 14.9911 20.0173
C 17.9171 8.1864 20.7847
C 18.0167 8.9156 19.4296
C 17.4865 10.3408 19.4352
C 16.0406 10.4440 19.7157
N 14.9768 10.6218 20.0195
H 18.4224 7.1764 20.7762
H 16.9051 8.0580 21.0964
H 18.3759 8.8545 21.5566
H 17.4586 8.3373 18.7018
H 19.0309 8.9514 19.1926
H 17.7407 10.8743 18.5305
H 17.9638 10.8038 20.3484
C 13.8443 27.9500 16.0809
C 14.8240 27.2001 17.0126
C 14.3762 25.7175 17.3021
C 14.4636 24.8904 16.1498
N 14.5431 24.1995 15.2276
H 12.8976 28.0990 16.5498
H 13.5941 27.3544 15.2119
H 14.2198 28.8792 15.7426
H 14.8986 27.7102 17.9636
H 15.8026 27.2307 16.5076
H 13.2720 25.6102 17.6339
H 14.8939 25.3550 18.2024
C 16.5977 19.0237 12.0055
C 17.3332 17.7829 11.4577
C 18.4769 17.4955 12.4717
C 18.0264 17.5038 13.8656
N 17.6545 17.3254 14.9639
H 16.1616 18.6868 13.0255
H 15.7596 19.2962 11.3464
H 17.2688 19.8894 12.1981
H 17.6864 18.0536 10.5054
H 16.6338 16.9715 11.3410
H 19.1626 18.3261 12.3628
H 19.0756 16.6190 12.2844
C 14.1531 19.2832 15.3110
C 12.9105 19.7802 15.9907
C 13.1148 21.2857 16.3460
C 14.0058 21.5044 17.4543
N 14.6908 21.7791 18.3379
H 14.1014 18.1661 15.0824
H 15.0675 19.4921 15.8252
H 14.2431 19.8746 14.3910
H 12.7519 19.1510 16.9156
H 12.0724 19.4930 15.3479
H 12.1767 21.8368 16.6209
H 13.4825 21.8838 15.4764
C 14.7945 15.4788 14.0283
C 15.4330 14.3359 14.8356
C 16.3725 13.4247 13.9840
C 17.1228 14.1495 12.9837
N 17.6944 14.7612 12.1703
H 14.4395 16.3176 14.6340
H 13.9481 15.1926 13.4380
H 15.4840 15.8582 13.3114
H 14.7072 13.6884 15.3246
H 16.0122 14.8044 15.6561
H 15.7765 12.6996 13.5223
H 17.1232 12.9730 14.6164
C 17.8126 20.8896 15.3677
C 17.1756 21.8975 14.4635
C 17.6120 23.3364 14.8907
C 19.0076 23.5619 14.5871
N 20.1235 23.6193 14.3166
H 17.5789 21.1428 16.4029
H 18.9371 20.8299 15.3168
H 17.4222 19.8537 15.2640
H 16.0449 21.8994 14.5562
H 17.4001 21.6579 13.3911
H 17.4490 23.3986 15.9479
H 17.0220 24.0800 14.3059
C 21.0795 9.9320 17.8314
C 20.7846 9.9130 16.3360
C 20.3476 11.3256 15.8295
C 19.0135 11.7302 16.3365
N 17.9139 11.9018 16.6599
H 20.1949 10.3683 18.3614
H 21.9593 10.5719 18.1159
H 21.2487 8.9507 18.3112
H 19.9258 9.2348 16.0981
H 21.7029 9.7898 15.7938
H 20.2158 11.3369 14.7543
H 21.0258 12.1741 16.1359
C 19.0804 16.9601 29.6467
C 18.4933 16.6785 28.2705
C 16.9815 16.4037 28.2218
C 16.2642 17.5937 28.5853
N 15.7318 18.5737 28.9590
H 20.1486 16.6701 29.6773
H 18.5996 16.4047 30.4612
H 19.0438 18.0766 29.9396
H 18.9360 15.8656 27.7904
H 18.7455 17.5664 27.6881
H 16.6840 15.5489 28.8668
H 16.7481 16.1399 27.2235
C 9.2811 15.1483 20.7299
C 10.2270 14.6655 21.8147
C 10.6722 15.8276 22.7759
C 11.2346 16.9729 22.0058
N 11.5193 17.7946 21.2666
H 9.8433 15.9149 20.2333
H 8.3836 15.6974 21.1079
H 8.9282 14.2735 20.1289
H 11.0960 14.2125 21.3744
H 9.7550 13.9472 22.5153
H 11.4669 15.4495 23.3376
H 9.8383 16.1531 23.4548
C 11.6903 22.2489 22.4236
C 11.8864 21.5308 21.0450
C 11.0801 22.2253 19.8476
C 11.6614 23.4620 19.4240
N 12.1016 24.4767 19.1604
H 12.1756 23.2423 22.3773
H 12.2160 21.7117 23.1916
H 10.6057 22.1567 22.6655
H 11.5621 20.5277 21.2512
H 12.9455 21.5365 20.7433
H 10.1287 22.5386 20.2753
H 10.8980 21.6072 18.9574
C 16.6893 11.5966 24.0798
C 16.4550 12.4739 22.8280
C 17.3575 13.7172 22.7683
C 17.1469 14.4422 24.0019
N 17.0590 14.9357 25.0201
H 16.2798 12.0493 24.9587
H 17.7324 11.4032 24.2112
H 16.1875 10.6658 23.8495
H 15.4318 12.7912 22.8471
H 16.5805 11.9109 21.8994
H 17.0639 14.4301 21.9905
H 18.4631 13.5511 22.7443
C 19.5804 19.1242 22.2135
C 19.0623 17.7477 22.7659
C 19.7787 17.1311 23.8882
C 21.0603 16.5411 23.5068
N 22.0884 16.0866 23.2758
H 19.0702 19.2982 21.2681
H 20.6581 19.1085 22.0683
H 19.2368 19.7817 22.9562
H 18.9876 17.0058 21.9703
H 18.0079 17.8569 23.0466
H 19.2423 16.3331 24.4239
H 19.9175 17.8586 24.6849
C 20.2449 22.4136 24.7491
C 21.6578 21.9419 24.9978
C 22.0079 21.8194 26.5569
C 21.4336 20.6290 27.1009
N 20.8894 19.6716 27.4866
H 19.8611 22.2688 23.7580
H 20.0652 23.5008 24.9122
H 19.4875 21.7850 25.3957
H 22.4096 22.5107 24.4437
H 21.7423 20.8764 24.6139
H 21.6406 22.7349 27.0660
H 23.0546 21.6776 26.6946
C 16.2666 19.1445 19.9311
C 16.4879 18.6422 18.4934
C 17.6167 17.5781 18.3579
C 17.6818 16.5132 19.3688
N 17.6222 15.6120 20.0989
H 16.2016 18.2877 20.5520
H 15.3176 19.6861 20.0340
H 17.0354 19.8338 20.2803
H 16.8844 19.4811 17.9600
H 15.5248 18.3752 18.0377
H 18.6349 18.1390 18.3850
H 17.5803 17.0788 17.3813
C 12.7997 18.2174 25.0314
C 14.2167 17.6492 24.9755
C 14.9292 18.0393 23.7083
C 15.0175 19.4849 23.5624
N 15.0438 20.6407 23.5221
H 12.2932 17.7438 25.9006
H 12.2953 18.1715 24.0896
H 12.7707 19.3327 25.3285
H 14.2029 16.5521 24.9715
H 14.7672 17.9127 25.8922
H 14.3729 17.6661 22.8538
H 15.9637 17.5220 23.7275
C 16.2169 25.2056 21.3280
C 15.8129 23.7506 20.9432
C 16.7324 22.6770 21.6047
C 17.9488 22.3017 20.8526
N 18.9584 21.9615 20.3858
H 16.4431 25.4009 22.4266
H 15.5153 25.9844 21.0111
H 17.1557 25.4710 20.8158
H 15.9932 23.6703 19.8835
H 14.7559 23.5896 21.1605
H 16.1881 21.7848 21.7880
H 17.0337 22.8561 22.6368
C 22.5873 20.0801 16.5567
C 21.7865 20.6616 17.6622
C 22.0012 20.0941 19.0680
C 21.6350 18.6587 19.0676
N 21.1664 17.6391 18.8280
H 22.2521 20.3945 15.5472
H 22.6265 18.9955 16.4920
H 23.6534 20.4325 16.6530
H 20.7160 20.5625 17.4959
H 22.0092 21.7541 17.6362
H 21.3659 20.5998 19.7833
H 23.1351 20.0625 19.2730

HOMO level: -10.87 eV
charge: 0
relative energy (zero: lowest compared OMol25 entry of this formula, charge and spin): 3.945 eV
molar mass: 1520.35 g mol⁻¹

***

- Which formula does entry 2 have?
  C28H53F5NO28P3

***

- charge of number 3 (C4H5NO)?
  0